No. 1
Formula: C9H13F3I3O5S
Source: the Open Molecules 2025 dataset
Level of theory: ωB97M-V/def2-TZVPD

Values from the calculation:
Total energy ... -2317.91905 hartree
Total charge ... -1
2S+1 ... 1
HOMO energy ... -5.9911 eV

The geometry in XYZ format:
```
34
C9H13F3I3O5S, DFT ωB97M-V/def2-TZVPD
C 1.08 0.85 0.77
C 1.61 -0.17 -0.25
I 1.02 0.34 -2.26
C 1.27 -1.62 0.09
C -0.13 -2.13 -0.18
O -1.02 -1.71 0.88
C -2.31 -2.05 0.66
O -2.78 -3.04 1.14
C -3.11 -1.14 -0.25
I -2.65 0.91 0.07
C -4.60 -1.47 -0.17
C -5.27 -1.16 1.16
I -5.68 -0.54 -1.77
H 0.32 0.40 1.41
H 1.91 1.21 1.38
H 0.67 1.74 0.30
H 2.70 -0.09 -0.29
H 1.45 -1.74 1.17
H 1.97 -2.29 -0.41
H -0.12 -3.23 -0.20
H -0.50 -1.76 -1.15
H -2.76 -1.35 -1.27
H -4.69 -2.54 -0.38
H -4.85 -1.81 1.94
H -6.34 -1.34 1.11
H -5.11 -0.11 1.44
C 5.17 3.11 -1.35
F 4.54 2.22 -2.14
F 6.40 2.63 -1.11
F 5.32 4.24 -2.07
S 4.24 3.38 0.22
O 4.26 2.05 0.80
O 2.94 3.84 -0.23
O 5.05 4.36 0.91
```

Partial atomic charges computed with the natural (NBO) method, in multiples of e: C -0.664; C -0.272; I 0.026; C -0.455; C -0.077; O -0.552; C 0.804; O -0.550; C -0.491; I 0.160; C -0.306; C -0.656; I 0.066; H 0.205; H 0.260; H 0.236; H 0.249; H 0.231; H 0.221; H 0.184; H 0.191; H 0.262; H 0.241; H 0.234; H 0.222; H 0.225; C 0.669; F -0.338; F -0.338; F -0.336; S 2.354; O -1.019; O -0.997; O -0.990

***

No. 2
Formula: C9H13FeN4O4S5
Source: the Open Molecules 2025 dataset
Level of theory: ωB97M-V/def2-TZVPD

Values from the calculation:
Total energy ... -4125.49269 hartree
Expectation value of S² ... 0.95
2S+1 ... 2
HOMO energy (spin up / spin down) ... -8.0102 / -7.9815 eV
Energy above the lowest of the compared OMol25 structures with the same formula, charge and spin ... 0.40 kcal/mol

The geometry in XYZ format:
```
36
C9H13FeN4O4S5, DFT ωB97M-V/def2-TZVPD
Fe 1.20 0.29 0.10
N 2.22 1.66 1.19
C 2.28 1.12 2.57
C 2.25 -0.41 2.54
O 2.68 -1.09 3.45
N 1.67 -0.87 1.40
C 1.48 -2.28 1.10
C 1.03 -2.37 -0.36
O 1.02 -3.42 -0.96
O 0.69 -1.21 -0.90
H 3.15 1.72 0.79
H 1.85 2.60 1.17
H 1.40 1.46 3.11
H 3.17 1.44 3.11
H 0.71 -2.73 1.73
H 2.40 -2.85 1.25
N -0.07 1.06 -3.01
C 1.19 0.77 -2.64
N 1.97 0.05 -3.47
O 1.65 1.25 -1.57
H -0.49 0.55 -3.77
H -0.70 1.36 -2.28
H 1.53 -0.58 -4.12
H 2.84 -0.26 -3.07
C -3.98 2.17 -0.81
S -3.22 0.73 -1.61
C -2.84 -0.25 -0.20
C -1.83 -0.05 0.67
S -0.69 1.28 0.63
S -1.72 -1.18 1.98
C -3.07 -2.19 1.54
S -3.52 -3.52 2.38
S -3.88 -1.62 0.12
H -4.28 2.84 -1.61
H -3.25 2.67 -0.17
H -4.85 1.86 -0.25
```

Partial atomic charges computed with the natural (NBO) method, in multiples of e: Fe 1.085; N -0.775; C -0.321; C 0.652; O -0.596; N -0.605; C -0.362; C 0.778; O -0.610; O -0.773; H 0.392; H 0.400; H 0.235; H 0.220; H 0.231; H 0.235; N -0.797; C 0.838; N -0.790; O -0.741; H 0.399; H 0.434; H 0.404; H 0.413; C -0.730; S 0.244; C -0.418; C -0.377; S -0.115; S 0.477; C -0.579; S -0.020; S 0.484; H 0.232; H 0.227; H 0.226